1.
This record from the OMol25 dataset describes 13 unconnected molecules or ions with the total composition C64H175N23O15P6 at a distorted geometry. The level of theory is the ωB97M-V functional and the def2-TZVPD basis.

CARTESIAN COORDINATES (ANGSTROEM)
O (-7.615, -7.007, 3.148)
P (-6.143, -6.765, 2.985)
N (-5.438, -7.658, 1.600)
C (-6.179, -7.773, 0.400)
C (-4.089, -8.335, 1.605)
N (-5.197, -7.335, 4.387)
C (-3.765, -7.103, 4.558)
C (-5.796, -8.131, 5.496)
N (-5.607, -5.184, 2.726)
C (-4.354, -4.673, 2.034)
C (-6.409, -4.024, 3.335)
H (-7.048, -7.136, 0.566)
H (-6.530, -8.773, 0.145)
H (-5.843, -7.287, -0.515)
H (-4.044, -9.080, 2.399)
H (-3.302, -7.610, 1.812)
H (-3.972, -8.836, 0.644)
H (-3.058, -7.731, 4.015)
H (-3.371, -6.106, 4.359)
H (-3.567, -7.235, 5.622)
H (-5.327, -7.871, 6.445)
H (-6.872, -7.964, 5.541)
H (-5.580, -9.180, 5.294)
H (-3.697, -5.507, 1.786)
H (-4.637, -4.037, 1.196)
H (-3.776, -4.114, 2.771)
H (-7.195, -3.955, 2.583)
H (-5.802, -3.124, 3.424)
H (-6.666, -4.334, 4.347)
O (6.629, 1.620, -0.317)
P (6.410, 3.038, 0.035)
N (6.529, 3.515, 1.698)
C (6.867, 2.454, 2.703)
C (6.878, 4.847, 2.088)
N (4.913, 3.809, -0.375)
C (4.755, 5.257, -0.239)
C (3.660, 3.065, -0.504)
N (7.527, 3.997, -0.784)
C (7.432, 4.058, -2.262)
C (8.912, 3.969, -0.350)
H (6.074, 1.706, 2.722)
H (6.818, 2.994, 3.648)
H (7.839, 2.037, 2.438)
H (5.976, 5.142, 2.625)
H (6.937, 5.440, 1.175)
H (7.794, 5.072, 2.634)
H (4.482, 5.547, 0.776)
H (5.730, 5.667, -0.500)
H (4.022, 5.667, -0.934)
H (2.837, 3.763, -0.655)
H (3.699, 2.391, -1.360)
H (3.538, 2.494, 0.416)
H (8.218, 3.405, -2.640)
H (6.485, 3.789, -2.730)
H (7.678, 5.098, -2.479)
H (9.518, 4.791, -0.731)
H (9.413, 3.050, -0.654)
H (9.018, 3.986, 0.734)
O (-1.124, -7.916, -3.852)
P (-1.388, -7.714, -2.410)
N (-0.621, -8.919, -1.414)
C (0.399, -9.770, -2.017)
C (-0.617, -8.922, 0.051)
N (-3.094, -8.059, -2.180)
C (-3.446, -9.502, -2.116)
C (-4.063, -7.250, -2.867)
N (-1.141, -6.297, -1.568)
C (0.144, -5.634, -1.623)
C (-1.925, -5.682, -0.537)
H (0.662, -10.463, -1.218)
H (1.292, -9.260, -2.378)
H (0.069, -10.349, -2.880)
H (-0.493, -9.917, 0.479)
H (-1.620, -8.637, 0.369)
H (0.121, -8.163, 0.312)
H (-3.254, -10.096, -3.010)
H (-2.916, -10.013, -1.311)
H (-4.438, -9.707, -1.714)
H (-3.862, -6.187, -2.737)
H (-4.077, -7.549, -3.915)
H (-5.059, -7.515, -2.511)
H (0.767, -5.969, -2.452)
H (-0.032, -4.582, -1.850)
H (0.766, -5.821, -0.747)
H (-2.264, -6.504, 0.094)
H (-2.798, -5.314, -1.077)
H (-1.563, -4.776, -0.052)
O (3.836, 7.384, 2.622)
P (2.864, 8.376, 2.059)
N (2.108, 9.354, 3.267)
C (2.554, 10.773, 3.552)
C (1.607, 8.596, 4.396)
N (1.572, 7.634, 1.220)
C (0.289, 8.221, 1.057)
C (1.679, 6.264, 0.877)
N (3.452, 9.441, 0.808)
C (4.911, 9.700, 0.706)
C (2.652, 10.420, 0.172)
H (3.197, 10.863, 4.427)
H (1.703, 11.348, 3.919)
H (2.967, 11.245, 2.661)
H (0.590, 8.885, 4.661)
H (2.379, 8.733, 5.153)
H (1.438, 7.566, 4.083)
H (0.365, 8.927, 0.230)
H (-0.485, 7.536, 0.710)
H (-0.015, 8.601, 2.032)
H (2.286, 5.758, 1.627)
H (0.723, 5.747, 0.789)
H (2.202, 6.166, -0.074)
H (5.391, 8.723, 0.645)
H (5.250, 10.248, -0.173)
H (5.411, 10.104, 1.586)
H (2.588, 10.070, -0.858)
H (3.113, 11.407, 0.152)
H (1.629, 10.550, 0.525)
O (3.276, -1.606, 7.511)
P (3.125, -1.109, 6.169)
N (1.761, -0.226, 5.952)
C (0.536, -0.890, 6.389)
C (1.803, 1.214, 6.385)
N (3.083, -2.391, 5.033)
C (3.529, -3.696, 5.434)
C (2.294, -2.413, 3.799)
N (4.299, -0.172, 5.228)
C (4.008, 0.700, 4.094)
C (5.707, -0.671, 5.203)
H (-0.347, -0.254, 6.437)
H (0.552, -1.382, 7.362)
H (0.295, -1.497, 5.516)
H (2.715, 1.700, 6.038)
H (1.751, 1.299, 7.471)
H (1.108, 1.821, 5.806)
H (2.763, -4.423, 5.705)
H (3.973, -4.186, 4.568)
H (4.298, -3.646, 6.205)
H (1.297, -2.670, 4.157)
H (2.381, -1.478, 3.247)
H (2.576, -3.220, 3.123)
H (2.926, 0.732, 3.966)
H (4.453, 1.688, 4.213)
H (4.339, 0.158, 3.208)
H (6.088, -0.865, 6.205)
H (6.289, 0.165, 4.816)
H (5.874, -1.428, 4.437)
O (-2.801, -0.198, -0.698)
P (-1.436, 0.222, -0.323)
N (-0.387, 0.226, -1.667)
C (-0.206, -1.007, -2.539)
C (0.235, 1.471, -2.203)
N (-0.620, -0.911, 0.764)
C (-1.388, -1.189, 1.989)
C (0.833, -1.235, 0.830)
N (-1.200, 1.722, 0.499)
C (-2.310, 2.640, 0.870)
C (0.094, 2.048, 1.021)
H (-0.088, -1.923, -1.961)
H (0.505, -0.890, -3.357)
H (-1.169, -1.061, -3.048)
H (1.037, 1.189, -2.886)
H (0.605, 2.128, -1.415)
H (-0.520, 2.005, -2.779)
H (-1.716, -0.255, 2.446)
H (-2.341, -1.714, 1.920)
H (-0.653, -1.672, 2.633)
H (1.346, -0.598, 1.551)
H (0.883, -2.253, 1.217)
H (1.211, -1.072, -0.180)
H (-2.604, 3.296, 0.051)
H (-3.202, 2.050, 1.078)
H (-2.206, 3.077, 1.864)
H (0.812, 1.347, 0.597)
H (0.165, 1.937, 2.103)
H (0.418, 3.039, 0.701)
O (2.895, -1.814, -6.629)
C (1.742, -2.067, -6.874)
O (1.220, -3.183, -6.386)
C (-0.221, -3.201, -6.474)
C (-0.529, -1.798, -6.910)
C (0.689, -1.212, -7.500)
H (-0.653, -3.336, -5.482)
H (-0.726, -3.918, -7.120)
H (-0.701, -1.235, -5.993)
H (-1.405, -1.586, -7.524)
H (0.907, -0.213, -7.122)
H (0.640, -1.287, -8.587)
O (-4.161, 3.985, -4.736)
C (-3.011, 4.398, -4.580)
O (-2.102, 3.837, -3.707)
C (-0.746, 4.199, -4.013)
C (-0.904, 5.405, -4.846)
C (-2.335, 5.572, -5.271)
H (-0.239, 3.437, -4.605)
H (-0.138, 4.266, -3.110)
H (-0.197, 5.489, -5.672)
H (-0.621, 6.177, -4.131)
H (-2.528, 5.705, -6.336)
H (-2.714, 6.423, -4.705)
C (3.618, -1.604, -3.317)
C (4.225, -1.327, -1.951)
C (5.743, -1.634, -2.018)
O (6.238, -2.738, -1.339)
C (5.719, -2.932, -0.063)
N (4.100, 0.137, -1.752)
H (4.026, -1.017, -4.140)
H (2.531, -1.574, -3.236)
H (3.836, -2.644, -3.557)
H (3.666, -1.703, -1.093)
H (6.497, -0.902, -1.728)
H (6.032, -1.896, -3.036)
H (4.653, -3.075, 0.110)
H (5.977, -2.123, 0.620)
H (6.119, -3.883, 0.286)
H (4.360, 0.598, -2.612)
H (4.837, 0.441, -1.133)
C (-3.356, 0.495, -6.304)
C (-4.296, -0.248, -5.333)
C (-3.685, -1.539, -4.676)
O (-3.473, -2.668, -5.488)
C (-3.107, -3.714, -4.604)
N (-4.823, 0.662, -4.270)
H (-3.626, 1.551, -6.328)
H (-3.431, 0.131, -7.329)
H (-2.295, 0.312, -6.139)
H (-5.098, -0.593, -5.986)
H (-4.291, -1.793, -3.806)
H (-2.698, -1.338, -4.257)
H (-2.355, -3.372, -3.893)
H (-2.695, -4.484, -5.257)
H (-3.889, -4.102, -3.952)
H (-4.815, 1.606, -4.630)
H (-4.192, 0.649, -3.481)
C (-6.600, -0.180, 4.529)
C (-5.256, -0.117, 5.352)
C (-4.214, 0.888, 4.971)
O (-2.906, 0.668, 5.357)
C (-2.052, 1.812, 5.185)
N (-5.558, 0.120, 6.766)
H (-7.277, 0.649, 4.733)
H (-7.182, -1.092, 4.659)
H (-6.328, -0.164, 3.474)
H (-4.766, -1.081, 5.222)
H (-4.524, 1.907, 5.207)
H (-4.176, 0.744, 3.892)
H (-2.571, 2.717, 5.501)
H (-1.538, 1.916, 4.230)
H (-1.185, 1.725, 5.841)
H (-6.094, -0.690, 7.042)
H (-6.125, 0.947, 6.890)
C (-7.012, 1.400, -0.090)
C (-6.544, -0.052, 0.222)
C (-6.295, -1.049, -0.990)
O (-6.418, -2.355, -0.498)
C (-6.116, -3.441, -1.438)
N (-5.314, 0.020, 0.931)
H (-7.091, 1.966, 0.839)
H (-8.010, 1.407, -0.530)
H (-6.217, 1.865, -0.672)
H (-7.269, -0.509, 0.896)
H (-5.362, -0.956, -1.545)
H (-7.045, -0.965, -1.777)
H (-6.681, -3.324, -2.363)
H (-6.509, -4.296, -0.887)
H (-5.111, -3.794, -1.671)
H (-4.698, 0.471, 0.271)
H (-5.072, -0.956, 1.032)
C (3.324, 2.868, -4.448)
C (2.996, 4.326, -5.052)
C (3.860, 5.448, -4.430)
O (3.397, 5.892, -3.136)
C (2.304, 6.808, -3.020)
N (3.001, 4.365, -6.519)
H (2.872, 2.677, -3.475)
H (4.372, 2.566, -4.452)
H (2.744, 2.180, -5.064)
H (2.046, 4.625, -4.610)
H (4.030, 6.337, -5.037)
H (4.904, 5.160, -4.304)
H (2.228, 7.182, -1.999)
H (1.376, 6.448, -3.463)
H (2.524, 7.756, -3.511)
H (2.507, 3.492, -6.638)
H (3.983, 4.322, -6.755)

Results
DFT total energy ... -189919.927 eV
Multiplicity ... 1
Max |F| ... 5.65 eV/A
Lowest unoccupied orbital energy ... -0.03 eV
Gap between HOMO and LUMO ... 7.908 eV
HOMO energy ... -0.292 hartree

Mulliken atomic charge list, values in e, 99 entries: -0.79, 0.17, 0.17, -0.80, -0.63, 0.20, -0.83, -1.06, 0.58, -0.42, -1.06, 0.38, 0.34, 0.07, 0.33, 0.06, 0.15, 0.26, 0.17, 0.40, 0.38, 0.29, 0.33, -0.08, 0.10, 0.36, 0.35, 0.26, 0.34, -0.86, -0.19, 0.67, -1.07, -1.47, 0.86, -1.03, 0.31, 0.44, -0.91, -1.00, 0.09, 0.56, 0.24, 0.68, 0.36, 0.30, 0.64, 0.51, -0.40, 0.00, -0.80, 0.35, 0.42, 0.02, 0.34, 0.33, 0.36, 0.28, -0.86, -0.10, 0.21, -1.03, -0.61, 0.89, -1.24, -1.00, 0.84, -0.99, -0.67, 0.37, 0.29, 0.28, 0.48, -0.17, 0.20, 0.33, 0.37, 0.35, 0.03, 0.29, 0.39, 0.41, 0.09, 0.31, -0.10, 0.05, 0.55, -0.84, 0.30, 0.21, -0.94, -1.08, 0.83, -1.13, -1.18, 0.49, -1.02, -1.43, 0.30

---

2.
This record from the OMol25 dataset describes a molecular structure, C5H11NO2 at a distorted geometry. The level of theory is the ωB97M-V functional and the def2-TZVPD basis.

CARTESIAN COORDINATES (ANGSTROEM)
C (2.138, -0.421, -0.298)
C (1.382, 0.801, 0.022)
C (-0.979, 1.713, -0.048)
C (-1.122, 0.352, 0.536)
C (-2.149, -0.561, -0.084)
H (1.502, -2.421, -0.305)
H (3.171, -0.296, 0.016)
H (2.163, -0.743, -1.319)
H (1.463, 0.807, 1.099)
H (1.918, 1.738, -0.365)
H (-1.731, 1.935, -0.794)
H (-0.787, 2.481, 0.707)
H (-0.845, 0.208, 1.542)
H (-2.938, -0.848, 0.731)
H (-2.532, -0.240, -1.134)
H (-0.579, -1.822, -0.051)
N (0.022, 0.694, -0.477)
O (1.450, -1.430, 0.452)
O (-1.547, -1.947, -0.229)

Results
DFT total energy ... -10944.681 eV
Energy relative to the best compared isomer or geometry (same formula, charge and spin) ... 442.5 kJ/mol
Multiplicity ... 1
Max |F| ... 6.67 eV/A
Lowest unoccupied orbital energy ... 0.46 eV
Gap between HOMO and LUMO ... 9.807 eV
HOMO energy ... -0.343 hartree

Mulliken charges, unit e, in atom order: -0.56, -0.52, -0.51, -0.28, -0.32, 0.38, 0.32, 0.38, 0.32, 0.35, 0.28, 0.30, 0.37, 0.26, 0.20, 0.37, -0.18, -0.61, -0.54

---

3.
This record from the OMol25 dataset describes a molecular structure, C2H3N3OS at a distorted geometry. The level of theory is the ωB97M-V functional and the def2-TZVPD basis.

CARTESIAN COORDINATES (ANGSTROEM)
C (-0.168, 0.740, -0.339)
C (-1.459, -0.859, -0.079)
H (-0.237, 2.777, 0.326)
H (-2.410, -1.522, 0.252)
H (2.642, -1.530, 0.871)
N (-1.381, 0.541, -0.007)
N (-0.202, -1.507, -0.348)
N (0.540, -0.425, -0.324)
O (0.412, 1.972, -0.218)
S (2.261, -0.187, -0.135)

Results
DFT total energy ... -19471.427 eV
Energy relative to the best compared isomer or geometry (same formula, charge and spin) ... 353.0 kJ/mol
Multiplicity ... 1
Max |F| ... 5.62 eV/A
Lowest unoccupied orbital energy ... -0.26 eV
Gap between HOMO and LUMO ... 8.590 eV
HOMO energy ... -0.325 hartree

Mulliken charges, unit e, in atom order: 0.67, -0.07, 0.40, 0.30, 0.19, -0.55, -0.64, 0.47, -0.61, -0.16

---

4.
This record from the OMol25 dataset describes a molecular structure, C28H47Br2F9GeO10S3SeSiSn. The level of theory is the ωB97M-V functional and the def2-TZVPD basis.

CARTESIAN COORDINATES (ANGSTROEM)
Sn (-0.742, 1.317, 1.488)
Br (3.628, 2.558, 1.931)
C (2.443, 4.054, 1.651)
Br (0.939, 4.067, 2.844)
H (2.048, 3.967, 0.641)
H (3.006, 4.965, 1.814)
C (1.658, -1.498, -2.908)
C (0.172, -1.160, -2.896)
C (-0.612, -2.237, -2.157)
C (-0.346, -0.996, -4.323)
O (-0.026, 0.037, -2.157)
Si (0.323, 1.602, -2.495)
S (0.408, 2.709, -0.753)
O (1.749, 1.552, -3.329)
C (2.537, 2.539, -3.957)
C (3.889, 2.535, -3.252)
C (1.898, 3.922, -3.863)
C (2.679, 2.126, -5.420)
O (-0.717, 2.201, -3.633)
C (-2.122, 2.441, -3.620)
C (-2.860, 1.384, -2.809)
C (-2.362, 3.827, -3.028)
C (-2.561, 2.393, -5.078)
H (1.806, -2.501, -3.318)
H (2.039, -1.466, -1.889)
H (2.215, -0.776, -3.506)
H (-0.616, -3.165, -2.735)
H (-1.639, -1.913, -1.990)
H (-0.175, -2.420, -1.175)
H (-0.137, -1.902, -4.898)
H (0.136, -0.150, -4.813)
H (-1.424, -0.827, -4.322)
H (3.750, 2.783, -2.200)
H (4.571, 3.260, -3.704)
H (4.336, 1.542, -3.312)
H (1.722, 4.191, -2.821)
H (0.939, 3.935, -4.380)
H (2.560, 4.661, -4.319)
H (3.129, 1.134, -5.485)
H (3.305, 2.834, -5.970)
H (1.693, 2.090, -5.885)
H (-2.655, 1.482, -1.746)
H (-2.565, 0.383, -3.124)
H (-3.938, 1.490, -2.949)
H (-1.935, 3.873, -2.027)
H (-3.431, 4.039, -2.961)
H (-1.886, 4.590, -3.649)
H (-2.394, 1.395, -5.487)
H (-1.981, 3.108, -5.665)
H (-3.621, 2.638, -5.168)
O (-4.376, 3.676, 1.902)
S (-3.492, 2.550, 2.073)
O (-2.285, 2.811, 2.872)
O (-3.059, 1.899, 0.816)
C (-4.421, 1.315, 2.943)
C (-5.679, 1.617, 3.439)
C (-6.418, 0.652, 4.107)
C (-5.881, -0.620, 4.268)
C (-4.624, -0.930, 3.782)
C (-3.875, 0.038, 3.114)
S (-2.144, -1.780, 1.900)
O (-2.647, -0.189, 2.649)
O (-3.318, -2.169, 1.133)
O (-1.105, -1.104, 1.089)
H (-6.062, 2.616, 3.280)
H (-7.400, 0.888, 4.494)
H (-6.451, -1.384, 4.784)
H (-4.205, -1.918, 3.913)
C (0.744, -5.187, 1.395)
Ge (2.296, -5.029, 0.233)
C (1.763, -5.332, -1.629)
C (3.612, -6.406, 0.721)
C (3.163, -3.277, 0.396)
Se (1.989, -1.913, 1.182)
C (3.212, -1.268, 2.545)
H (0.286, -6.172, 1.293)
H (0.010, -4.423, 1.142)
H (1.030, -5.028, 2.434)
H (1.711, -6.399, -1.848)
H (2.477, -4.870, -2.310)
H (0.784, -4.890, -1.815)
H (3.185, -7.406, 0.642)
H (3.943, -6.253, 1.748)
H (4.484, -6.350, 0.068)
H (3.498, -2.936, -0.585)
H (4.038, -3.354, 1.040)
H (4.117, -0.874, 2.087)
H (3.445, -2.060, 3.254)
H (2.673, -0.471, 3.056)
F (2.296, 1.821, 5.181)
C (1.813, 0.678, 5.661)
F (1.794, 0.797, 7.003)
F (2.722, -0.276, 5.384)
C (0.421, 0.336, 5.004)
O (0.449, 0.594, 3.718)
C (-0.653, 1.178, 5.768)
F (-1.838, 1.113, 5.188)
F (-0.829, 0.795, 7.049)
F (-0.286, 2.467, 5.808)
C (0.134, -1.180, 5.290)
F (-1.165, -1.471, 5.161)
F (0.797, -1.966, 4.443)
F (0.487, -1.571, 6.535)

Results
Charge ... -2
DFT total energy ... -382904.119 eV
Energy relative to the best compared isomer or geometry (same formula, charge and spin) ... 142.5 kJ/mol
Multiplicity ... 1
Max |F| ... 0.74 eV/A
Lowest unoccupied orbital energy ... 3.85 eV
Gap between HOMO and LUMO ... 6.609 eV
HOMO energy ... -0.101 hartree

Mulliken atomic charge list, values in e, 99 entries: 2.14, -0.13, 0.00, -0.05, -0.29, 0.41, -1.08, 1.64, -1.40, -1.53, 1.22, -1.47, -0.88, 0.41, 1.69, -1.68, -1.50, -1.77, -0.04, 2.08, -1.40, -1.61, -1.91, 0.39, -0.02, 0.05, 0.37, 0.38, 0.03, 0.55, 0.09, 0.32, 0.30, 0.41, 0.30, 0.22, 0.20, 0.55, 0.29, 0.46, 0.30, 0.29, -0.05, 0.60, 0.20, 0.44, 0.33, 0.36, 0.35, 0.40, -0.78, 1.49, -0.69, -0.65, -0.09, -0.49, -0.64, -0.69, -0.64, -0.01, 0.30, 0.42, -0.60, -0.85, 0.52, 0.37, 0.34, 0.41, -0.88, 0.43, -1.10, -1.28, -1.09, 0.23, -0.47, 0.41, 0.13, 0.30, 0.44, 0.33, 0.24, 0.37, 0.35, 0.36, 0.50, 0.47, 0.53, 0.33, -0.58, -0.20, 0.25, -0.29, -0.25, 1.27, -0.05, -0.29, -0.04, -0.32, -0.29